172
Properties=species:S:1:pos:R:3:forces:R:3:lowdin_charge:R:1 method="wB97M-V/def2-TZVPD" e_homo_ev=-10.21 total_charge=+1 homo_lumo_gap_ev=8.70 lumo_ev=-1.51 spin_multiplicity=1
Rb 1.192272 2.112330 0.016025 0.0 -0.2 0.2 0.75
O -0.158401 5.621732 0.216276 -0.3 -0.5 -0.5 -0.28
S 0.827959 5.811856 1.229118 -1.8 1.9 0.0 0.53
O 1.848353 4.871939 1.450205 1.1 -1.6 0.5 -0.29
O 1.612002 7.133213 0.892867 -0.6 0.7 0.5 -0.25
C 0.896889 8.347664 0.449014 1.3 1.2 0.3 -0.19
C 2.062441 9.318906 0.067815 -0.4 0.8 0.0 -0.06
C -0.077540 6.154427 2.729045 0.5 2.2 -1.3 -0.07
H 0.259881 8.824118 1.243806 0.6 -0.9 -0.4 0.13
H 0.280936 8.111137 -0.414759 0.0 -0.1 0.0 0.11
H 1.689796 10.293310 -0.332132 -0.2 -0.7 0.5 0.09
H 2.640368 8.932339 -0.764322 0.1 -0.4 0.0 0.07
H 2.777952 9.584603 0.885478 -0.8 -0.6 -0.4 0.09
H -0.847718 6.922099 2.511774 0.3 -0.7 -0.1 0.09
H 0.619089 6.633038 3.378502 0.6 0.1 0.8 0.07
H -0.475623 5.279190 3.139215 -0.5 -1.2 0.3 0.01
O 3.504379 2.064142 1.903406 -0.7 -0.6 2.7 -0.38
S 3.009177 1.918115 3.295362 -1.3 -0.4 -1.4 0.65
O 1.553825 1.741190 3.456643 1.9 0.1 -0.4 -0.33
O 3.759649 0.745148 4.100206 -0.4 0.9 -0.7 -0.28
C 3.522050 -0.723511 3.752261 -1.0 1.3 -1.1 -0.16
C 2.543632 -1.304689 4.742338 1.5 -1.6 1.5 -0.07
C 3.496426 3.395538 4.189210 -0.6 0.0 -1.2 -0.08
H 4.535553 -1.099802 3.853807 -0.2 -0.3 -0.2 0.12
H 3.145757 -0.757690 2.681977 0.6 0.0 1.2 0.11
H 2.551708 -2.424110 4.720608 0.0 0.7 -0.6 0.09
H 1.524948 -0.997650 4.707972 -0.6 0.5 -0.4 0.06
H 2.937716 -1.162700 5.772145 -0.3 0.4 -0.5 0.09
H 2.927305 3.596819 5.068149 -0.5 -0.5 0.7 0.07
H 3.341231 4.249966 3.511595 0.1 -0.6 -0.1 0.07
H 4.516164 3.285487 4.404170 1.5 0.0 0.4 0.05
O -1.452733 1.529533 -5.709116 2.4 -2.3 -0.7 -0.32
S -0.410360 0.455668 -5.798301 -2.9 2.8 1.1 0.61
O 0.639416 0.485032 -4.819570 0.1 -0.1 -0.6 -0.29
O -1.136577 -0.905019 -5.561928 0.7 -0.6 0.4 -0.28
C -2.338843 -1.288368 -6.243975 0.8 -1.7 -2.5 -0.28
C -3.577516 -0.996601 -5.494022 -2.4 -1.0 -0.7 -0.08
C 0.249362 0.434296 -7.472282 0.6 0.4 1.4 -0.09
H -2.177089 -2.382688 -6.503673 -0.4 1.1 0.9 0.15
H -2.306900 -0.856724 -7.272830 -0.3 0.3 0.8 0.12
H -4.476180 -1.372494 -6.119558 1.4 0.5 0.7 0.12
H -3.729527 0.075021 -5.434114 0.1 0.1 0.6 0.07
H -3.676656 -1.593212 -4.566212 0.4 0.7 -0.3 0.05
H -0.037967 1.415225 -7.827193 0.3 0.1 -0.4 0.07
H -0.158742 -0.348385 -8.059497 -0.6 -0.7 -0.5 0.05
H 1.327997 0.268064 -7.356032 -0.3 0.3 -0.2 0.08
C -2.472508 -2.766161 7.314601 -1.7 0.2 -0.5 -0.05
C -2.442953 -3.031346 5.789793 -1.7 0.0 0.2 -0.27
O -1.235240 -3.594510 5.347049 1.2 -0.1 0.5 -0.16
P -1.019523 -3.973298 3.835204 -1.4 1.6 0.0 0.31
O -2.192768 -4.508710 3.147657 -0.4 -0.1 -0.2 -0.21
O -0.419258 -2.650426 3.212378 0.9 -0.5 0.8 -0.17
C -0.901365 -2.192925 1.960963 0.6 -0.8 -1.6 -0.29
C -1.498306 -0.871805 2.195556 -2.4 -0.6 -0.7 -0.06
O 0.175261 -4.908399 3.920410 2.3 -1.1 -0.4 -0.15
C -0.074487 -6.283704 4.222174 -2.4 -0.2 -0.9 -0.25
C 0.010359 -7.198017 3.013773 -0.2 0.7 -0.2 -0.05
H -3.514713 -3.097261 7.748863 2.4 0.3 -0.6 0.12
H -1.588550 -3.199150 7.737524 0.0 -1.0 0.6 0.06
H -2.360418 -1.727346 7.585966 -0.1 0.6 -0.3 0.05
H -3.184844 -3.795736 5.601462 -0.5 -0.1 -0.1 0.11
H -2.719791 -2.190906 5.132257 0.2 0.1 0.5 0.12
H -0.056675 -2.007701 1.229058 -0.5 -0.8 0.9 0.12
H -1.584446 -2.989820 1.636309 0.0 0.6 -0.6 0.10
H -1.822704 -0.444857 1.250840 0.6 0.6 -0.2 0.06
H -2.476226 -1.007425 2.686358 0.5 0.2 0.6 0.10
H -0.764267 -0.354291 2.755461 0.3 1.3 0.5 0.08
H 0.616650 -6.560444 4.947329 1.3 -0.5 1.3 0.10
H -1.097229 -6.349773 4.631921 0.4 -0.1 0.2 0.12
H 0.103468 -8.209837 3.395247 0.0 -0.2 -0.2 0.08
H -0.848189 -7.127861 2.307203 0.5 0.1 0.7 0.09
H 0.912323 -6.902265 2.490542 0.3 -0.3 -0.3 0.06
C -0.356829 -6.308717 -1.262320 0.9 -0.9 0.5 -0.06
C -0.712793 -5.013621 -0.604649 -1.3 -0.7 0.0 -0.22
O -1.164867 -4.124083 -1.660665 2.6 -0.1 0.8 -0.18
P -2.565893 -3.872868 -2.224489 -1.0 0.4 -0.8 0.33
O -2.613933 -3.443429 -3.641303 0.0 -0.4 0.9 -0.22
O -3.279634 -5.224824 -1.823283 0.3 0.5 0.6 -0.20
C -4.654583 -5.468623 -2.111043 -0.3 -0.1 -0.8 -0.26
C -4.979822 -6.801731 -1.462270 2.8 0.1 1.8 -0.06
O -3.148250 -2.832386 -1.207188 -1.0 1.4 -0.2 -0.17
C -3.391483 -1.392890 -1.519182 0.8 -1.7 1.7 -0.21
C -2.125707 -0.633643 -1.734996 0.3 -0.1 0.0 -0.05
H 0.529743 -6.214838 -1.901132 -0.1 0.0 0.3 0.09
H -0.201785 -7.084346 -0.495913 0.4 0.3 -0.1 0.08
H -1.142183 -6.709569 -1.862226 -0.8 0.1 -0.5 0.06
H -1.487983 -5.170102 0.168620 0.0 0.3 -0.6 0.12
H 0.132465 -4.626053 -0.052606 0.3 0.7 -0.4 0.09
H -5.334252 -4.626683 -1.842279 0.6 -0.5 0.3 0.13
H -4.631886 -5.505791 -3.192082 -0.7 -0.3 -0.4 0.11
H -4.820682 -6.689454 -0.328090 -0.6 -0.2 -1.6 0.11
H -5.926747 -7.190559 -1.681390 -1.5 -0.3 -0.3 0.05
H -4.199221 -7.569477 -1.757138 -0.9 0.9 0.1 0.10
H -4.026711 -1.262294 -2.330011 -1.2 -0.3 -1.7 0.08
H -3.948605 -1.108837 -0.643932 0.0 0.5 0.5 0.10
H -1.712278 -0.904553 -2.742345 -0.2 0.5 0.9 0.09
H -2.465523 0.429732 -1.661234 1.0 -0.6 -0.1 0.10
H -1.406708 -0.937816 -0.931526 -0.4 0.7 -0.7 0.08
C -3.909686 4.972508 -1.946047 0.1 0.6 -1.4 -0.07
C -2.981317 4.614127 -0.846940 0.7 0.2 0.8 -0.24
O -3.726961 3.806989 0.121302 0.2 0.4 -1.1 -0.17
P -3.042039 2.645296 0.898321 0.2 -0.3 -0.5 0.34
O -1.703794 2.190085 0.455033 -0.3 0.5 0.6 -0.32
O -3.255227 3.240587 2.337662 1.0 -0.2 1.1 -0.15
C -2.661642 2.521323 3.456921 0.5 0.1 -0.1 -0.20
C -1.312768 3.015743 3.933361 -1.0 0.5 0.0 -0.07
O -4.045449 1.443480 0.808098 -0.2 -0.9 -0.5 -0.18
C -5.460893 1.635845 0.647038 -0.7 -2.2 0.0 -0.23
C -6.229188 0.441284 1.317020 0.6 2.4 0.6 -0.04
H -4.143436 4.112511 -2.536998 -0.3 -0.8 -0.3 0.07
H -4.853862 5.400652 -1.602645 0.3 0.1 0.1 0.09
H -3.429484 5.650933 -2.694534 -0.3 -0.2 0.9 0.10
H -2.083975 4.026876 -1.170742 -0.8 0.7 0.2 0.11
H -2.674482 5.527545 -0.303692 0.1 -0.6 -0.2 0.12
H -3.315644 2.683983 4.317771 -0.4 -0.6 -0.5 0.13
H -2.489634 1.467404 3.161370 -0.7 0.4 0.4 0.10
H -0.497035 2.889655 3.287668 0.9 -0.3 -1.3 0.03
H -1.296414 4.021213 4.321482 -0.4 0.4 0.1 0.07
H -1.131138 2.379116 4.755416 0.5 -0.7 1.2 0.08
H -5.668956 2.563838 1.093639 -0.9 1.1 0.5 0.09
H -5.762296 1.636086 -0.399411 0.5 0.3 -0.2 0.12
H -7.309248 0.575698 1.153380 0.4 -0.3 -0.2 0.08
H -5.839799 -0.503959 0.975212 -0.1 -0.3 -0.1 0.06
H -6.051812 0.600176 2.390825 -0.1 -0.7 -0.2 0.08
C 6.340490 -2.133371 -1.377335 1.2 1.5 -0.1 -0.07
C 5.071339 -1.418070 -1.829746 0.3 1.0 -1.5 -0.24
O 4.234592 -0.937066 -0.730637 1.6 0.0 -1.2 -0.15
P 2.972544 -1.662378 -0.220576 0.6 -1.0 1.1 0.28
O 2.091143 -0.705109 0.423091 -1.7 1.0 0.0 -0.29
O 2.493279 -2.564590 -1.398522 -0.4 -0.4 -0.5 -0.17
C 1.435296 -2.113435 -2.269537 -2.0 0.1 0.9 -0.24
C 1.252817 -3.033593 -3.443062 0.6 0.7 0.2 -0.04
O 3.504609 -2.711740 0.819846 0.5 -0.4 0.3 -0.18
C 2.671387 -3.704459 1.498558 0.0 0.3 -2.4 -0.23
C 3.607893 -4.710668 2.073735 -1.4 0.4 2.1 -0.04
H 7.149841 -2.114868 -2.197703 -1.4 -0.1 1.2 0.11
H 6.799568 -1.677901 -0.451202 -0.6 -0.5 -1.0 0.10
H 6.001436 -3.131103 -1.200283 0.5 -0.9 0.4 0.06
H 5.235739 -0.504674 -2.487346 0.0 -1.0 1.0 0.13
H 4.565945 -2.158221 -2.484792 -0.3 0.7 0.6 0.11
H 0.497493 -2.172514 -1.637241 0.9 0.3 -0.8 0.11
H 1.590836 -1.080730 -2.555448 0.2 0.3 -0.1 0.11
H 0.426823 -2.669245 -4.054504 0.2 0.1 -0.1 0.08
H 2.199279 -3.104431 -3.998543 -0.5 -0.2 -0.1 0.09
H 0.924794 -3.957353 -3.022074 0.1 -1.0 -0.1 0.05
H 2.021649 -3.199802 2.180169 -0.2 0.3 0.8 0.09
H 2.018865 -4.111850 0.700604 0.3 -0.2 0.4 0.11
H 3.029301 -5.595904 2.339005 0.0 0.0 0.3 0.07
H 4.340834 -5.029175 1.401883 1.2 -0.2 -1.1 0.06
H 4.035983 -4.267518 2.992570 0.1 -0.5 -0.4 0.09
C 4.064849 3.756992 -4.189529 0.7 -0.9 0.3 -0.05
C 3.263685 2.920528 -3.235088 -0.8 -0.4 -0.6 -0.28
N 2.963086 3.599144 -2.028354 -0.5 0.8 1.2 -0.24
C 4.095877 3.920353 -1.189911 -0.6 0.0 1.8 -0.28
C 5.027761 2.776892 -0.850269 0.8 0.0 0.2 -0.08
C 2.144511 4.813415 -2.233074 1.0 0.0 1.4 -0.26
C 0.900006 4.578050 -2.986786 0.3 -1.1 -0.9 -0.07
H 3.554288 4.678102 -4.324018 0.0 1.1 -0.1 0.06
H 4.091271 3.300596 -5.149982 0.2 -0.5 -0.9 0.07
H 5.093901 3.861966 -3.818582 -0.3 0.4 -0.2 0.09
H 2.286475 2.693877 -3.626697 -0.3 -0.2 -0.8 0.09
H 3.645903 1.932844 -3.033204 0.7 -0.3 0.2 0.11
H 4.753467 4.688036 -1.586644 -0.1 0.7 -0.2 0.12
H 3.613446 4.280778 -0.244882 0.7 0.1 -0.6 0.11
H 5.668197 3.077673 0.018141 -0.6 -0.3 -0.6 0.10
H 4.549524 1.818026 -0.618485 0.0 0.2 0.0 0.06
H 5.713557 2.668489 -1.698994 0.0 -0.5 0.1 0.07
H 2.729643 5.665376 -2.637681 -0.1 -0.4 -0.1 0.13
H 1.850602 5.155031 -1.231943 0.2 -0.1 -0.1 0.08
H 0.207748 3.926932 -2.498836 -0.4 -0.7 0.6 0.07
H 1.076960 4.144795 -3.966827 -0.1 0.2 -0.3 0.08
H 0.404334 5.486803 -3.080479 -1.0 1.7 -0.4 0.07